# 1
The following is a DFT calculation (wB97M-V/def2-TZVPD) of a cluster of 2 separate species, C12H16N2O in total.

Computed properties:
**SMILES string**: Cc1c[nH]c2ccccc12.CCC(N)=O
**Kohn-Sham gap**: 8.6 eV
**Energy relative to the best compared isomer or geometry (same formula, charge and spin)**: 0.448 eV
**LUMO**: 0.676 eV

Cartesian coordinates (Å):
N 1.13 -3.40 -0.58
H 0.82 2.44 -0.78
H -2.40 -2.26 -3.30
C -0.78 -2.96 -2.15
C -1.47 -1.00 -0.26
H 1.70 -1.09 2.75
C -0.06 -2.82 -0.97
C -1.88 -2.14 -2.35
C 0.16 3.04 -0.14
O 0.04 4.14 1.97
H -0.03 -1.19 2.91
C 1.50 -2.86 0.62
H 1.57 -4.18 -1.04
C 0.78 -1.00 2.20
H -2.99 -0.47 -1.69
H -0.33 4.69 -1.45
C -2.24 -1.19 -1.38
N 2.09 3.53 1.26
H -1.42 3.40 -1.62
C -0.83 3.92 -0.86
C 0.64 -1.88 1.01
H -0.44 2.18 0.18
H -1.54 4.41 -0.19
C -0.32 -1.78 -0.06
H 2.61 2.83 0.76
H 2.40 -3.19 1.12
H 0.75 0.07 2.00
H 2.41 3.61 2.22
C 0.73 3.61 1.13
H -1.58 -0.11 0.36
H -0.66 -3.78 -2.85

***

# 2
The following is a DFT calculation (wB97M-V/def2-TZVPD) of a cluster of 2 separate species, C4H8N2O in total.

Computed properties:
**Kohn-Sham gap (alpha / beta)**: 8.0 / 8.0 eV
**Energy relative to the best compared isomer or geometry (same formula, charge and spin)**: 4.119 eV
**LUMO (alpha / beta)**: 0.360 / 0.358 eV

Cartesian coordinates (Å):
H 2.12 -1.30 0.64
C 0.21 -0.59 -0.13
N -0.53 -0.08 0.88
C -1.82 -0.04 1.10
C -0.46 -1.29 -1.16
H 0.08 0.43 1.54
N -1.04 -1.85 -2.00
H -0.59 1.70 -1.18
H 1.85 1.43 0.11
H -2.48 -0.54 0.41
H -2.17 0.48 1.98
C 1.70 -0.50 0.02
H 2.18 -0.57 -0.97
H -1.12 2.19 -1.00
O 2.05 0.70 0.70

***

# 3
The following is a DFT calculation (wB97M-V/def2-TZVPD) of a structure of composition C31H28N5O6S2Sr.

Computed properties:
**Kohn-Sham gap**: 7.6 eV
**Energy relative to the best compared isomer or geometry (same formula, charge and spin)**: 1.594 eV
**LUMO**: 2.523 eV
**Net charge**: -1

Cartesian coordinates (Å):
H 3.65 -4.04 -7.52
N 0.62 2.33 0.65
H -0.42 3.58 -3.34
C 4.19 -1.81 -5.10
C 2.48 -1.79 -3.42
H -2.00 3.54 0.17
H 4.87 2.24 4.00
H 3.31 -2.38 -8.05
C 2.89 2.37 3.20
C 2.92 4.99 4.09
H -0.65 -2.52 0.40
C -4.29 -1.68 -0.24
H 4.32 -0.74 -3.23
H -4.28 4.50 0.29
N 1.36 0.50 -2.77
C 1.79 4.49 3.46
H -6.23 2.92 0.27
C -4.14 3.43 0.22
H 1.01 6.69 -0.76
C 2.15 -3.02 -5.45
N -2.62 1.59 0.07
C 3.73 -1.39 -3.87
H 5.52 5.72 4.60
S 1.78 -0.84 -2.08
H 0.88 -0.22 -4.72
C 0.28 5.28 -2.21
H 2.93 6.02 4.43
H 6.09 4.07 4.92
O -0.73 3.48 2.43
C -2.86 2.89 0.14
N 0.04 3.03 -1.43
C -2.61 -3.35 0.02
C -3.65 0.74 0.07
O -1.31 -1.28 -4.10
H -2.27 -4.38 0.03
C -3.33 -0.71 0.02
S 0.32 2.51 2.20
H 1.52 -3.64 -6.08
C 0.51 3.38 -0.22
H -5.80 0.50 0.16
H 0.90 5.09 3.34
C 0.44 0.35 -3.90
Sr -0.13 0.60 -0.80
C 0.74 5.66 -0.96
C 3.85 -2.99 -7.31
H -4.66 -3.78 -0.44
C -4.97 1.19 0.14
H 5.02 4.88 6.07
O -1.45 0.24 -2.46
H 0.19 5.98 -3.03
C 1.78 3.18 3.01
C 4.04 4.19 4.29
O 2.84 -0.59 -1.12
C -0.05 3.95 -2.39
C -5.21 2.55 0.21
C 5.24 4.75 5.01
C 0.87 4.72 0.04
H 2.86 1.35 2.85
H 0.21 1.35 -4.27
H 4.92 -2.80 -7.43
C 3.40 -2.62 -5.92
C 1.68 -2.61 -4.22
C -1.70 -2.32 0.24
H -5.31 -1.41 -0.48
C -3.92 -3.01 -0.24
H 5.16 -1.48 -5.46
C 4.00 2.88 3.84
H 1.24 4.99 1.02
N -2.05 -1.04 0.25
O 0.66 -1.59 -1.48
H 0.69 -2.86 -3.88
O 0.14 1.20 2.77
C -0.89 -0.31 -3.47

***

# 4
The following is a DFT calculation (wB97M-V/def2-TZVPD) of a structure of composition CHBrCl2S.

Computed properties:
**Kohn-Sham gap**: 8.4 eV
**Energy relative to the best compared isomer or geometry (same formula, charge and spin)**: 0.246 eV
**LUMO**: -0.966 eV

Cartesian coordinates (Å):
S -2.28 -1.25 -1.83
Cl -1.02 -1.00 0.83
H 3.01 0.81 2.07
C -1.55 -0.41 -0.66
Br -0.96 1.37 -1.19
Cl 2.80 0.49 0.78